1.
C7H15N3O2P | ωB97M-V/def2-TZVPD

ΔE to the lowest compared entry with this formula, charge and spin = 193.31 kJ/mol
charge = +1
HOMO = -12.06 eV
spin multiplicity = 1
strongest force on any atom = 3.05 eV/A

Cartesian coordinates (Å):
1 C -1.454 -0.842 -1.339
2 C -0.017 -0.830 -1.853
3 N 0.878 -1.685 -1.309
4 C 2.072 -1.417 -1.987
5 C 1.911 -0.430 -2.899
6 N 0.552 -0.071 -2.780
7 P -0.258 1.210 -3.699
8 O 0.242 2.476 -3.150
9 H -1.454 -0.763 -0.231
10 H -1.926 -1.812 -1.577
11 H -2.020 0.023 -1.708
12 H 0.688 -2.353 -0.570
13 H 2.999 -1.949 -1.766
14 H 2.640 0.012 -3.578
15 H 0.071 1.075 -5.073
16 H -1.656 1.053 -3.585
17 C -1.434 -0.414 3.038
18 O -1.413 -1.519 2.516
19 N -0.396 0.441 3.096
20 C -0.496 1.739 3.743
21 C 0.857 0.050 2.488
22 H -2.343 -0.021 3.519
23 H -0.286 2.524 3.014
24 H 0.231 1.795 4.554
25 H -1.494 1.888 4.150
26 H 0.688 -0.142 1.424
27 H 1.213 -0.869 2.955
28 H 1.603 0.833 2.607

Cartesian forces (eV/Å) of the 6 atoms listed first:
0.534 0.329 0.159
-1.734 -1.224 1.981
0.475 2.030 -2.228
1.440 -0.802 0.403
-0.507 -0.627 0.787
-0.462 -0.392 -0.966

***

2.
C5H7NO2 | ωB97M-V/def2-TZVPD

ΔE to the lowest compared entry with this formula, charge and spin = 322.30 kJ/mol
charge = 0
HOMO = -8.81 eV
spin multiplicity = 1
strongest force on any atom = 3.94 eV/A
SMILES string = O=C=C/C=N/CCO

Cartesian coordinates (Å):
1 O -3.261 4.056 -1.311
2 C -2.306 3.615 -0.801
3 C -1.365 2.928 -0.097
4 C -0.705 1.512 -0.165
5 N -0.052 0.897 0.764
6 C 0.580 -0.372 0.695
7 C 0.747 -1.134 -0.689
8 O 0.093 -2.386 -0.452
9 H -0.933 3.710 0.621
10 H -1.059 0.882 -1.035
11 H 0.183 -1.043 1.517
12 H 1.604 -0.136 0.949
13 H 1.781 -1.205 -1.119
14 H 0.274 -0.649 -1.509
15 H 0.676 -3.041 -0.731

Cartesian forces (eV/Å) of the 6 atoms listed first:
1.468 0.105 0.501
-0.053 -2.776 0.293
0.940 1.512 0.848
-1.305 -1.464 0.015
-1.546 3.515 -0.877
1.044 -0.692 -1.015

***

3.
C6H10O | ωB97M-V/def2-TZVPD

ΔE to the lowest compared entry with this formula, charge and spin = 266.15 kJ/mol
charge = 0
HOMO = -9.23 eV
spin multiplicity = 1
strongest force on any atom = 2.84 eV/A

Cartesian coordinates (Å):
1 C 0.684 -1.286 1.025
2 C -0.203 -2.004 0.083
3 C 0.785 -0.987 -0.453
4 C 0.438 0.421 -0.734
5 C -0.901 1.066 -0.507
6 C -0.168 2.199 0.217
7 O 0.891 1.413 0.690
8 H 0.306 -0.441 1.593
9 H 1.542 -1.781 1.456
10 H 0.031 -3.041 -0.137
11 H -1.261 -1.761 0.050
12 H 1.654 -1.374 -0.983
13 H 0.928 0.805 -1.644
14 H -1.447 1.401 -1.389
15 H -1.534 0.459 0.149
16 H 0.217 2.881 -0.556
17 H -0.770 2.777 0.932

Cartesian forces (eV/Å) of the 6 atoms listed first:
0.240 -0.171 0.237
-0.188 -0.081 -0.153
0.245 0.212 0.205
0.901 0.865 1.529
-0.292 0.513 0.186
-1.043 0.339 -0.747

***

4.
C17H30F6N4O6PRuS5Sb | ωB97M-V/def2-TZVPD

ΔE to the lowest compared entry with this formula, charge and spin = 8.26 kJ/mol
charge = -2
HOMO (spin up / spin down) = -0.35 / -1.82 eV
spin multiplicity = 5
strongest force on any atom = 0.16 eV/A

Cartesian coordinates (Å):
1 Ru -1.603 1.676 -0.792
2 S 0.567 6.795 -2.021
3 Sb -1.002 5.663 -0.735
4 S -0.009 3.405 -0.644
5 S -3.429 2.665 -0.364
6 F 2.413 -2.554 -0.939
7 C 2.069 -3.335 0.096
8 F 0.790 -3.680 -0.057
9 F 2.810 -4.448 0.032
10 S 2.356 -2.417 1.673
11 O 1.481 -1.288 1.567
12 O 3.776 -2.216 1.669
13 N 2.002 -3.450 2.803
14 S 0.578 -3.782 3.380
15 O 0.557 -3.686 4.809
16 O -0.547 -3.285 2.637
17 C 0.547 -5.603 3.082
18 F 1.541 -6.226 3.723
19 F 0.645 -5.896 1.782
20 F -0.611 -6.110 3.531
21 O -0.289 0.624 -2.222
22 P 0.786 1.036 -3.191
23 N 0.943 -0.127 -4.396
24 C 0.877 -1.511 -3.909
25 C -0.576 -1.976 -4.155
26 C -1.166 -0.925 -5.121
27 C 0.055 -0.102 -5.553
28 N 2.263 0.998 -2.495
29 C 2.518 1.189 -1.053
30 C 3.921 0.581 -0.834
31 C 4.361 0.053 -2.208
32 C 3.539 0.886 -3.185
33 N 0.485 2.441 -3.969
34 C 1.450 3.555 -4.021
35 C 0.807 4.494 -5.030
36 C -0.682 4.388 -4.693
37 C -0.883 2.956 -4.172
38 H 1.169 -1.565 -2.862
39 H 1.581 -2.120 -4.486
40 H -1.132 -1.997 -3.219
41 H -0.596 -2.980 -4.583
42 H -1.865 -0.280 -4.587
43 H -1.692 -1.371 -5.966
44 H -0.170 0.919 -5.849
45 H 0.568 -0.593 -6.390
46 H 1.746 0.691 -0.468
47 H 2.492 2.247 -0.796
48 H 3.908 -0.205 -0.082
49 H 4.607 1.356 -0.487
50 H 4.089 -0.999 -2.315
51 H 5.436 0.147 -2.377
52 H 3.405 0.428 -4.164
53 H 3.999 1.875 -3.321
54 H 2.431 3.198 -4.337
55 H 1.526 4.049 -3.048
56 H 1.010 4.148 -6.049
57 H 1.172 5.513 -4.907
58 H -1.324 4.600 -5.550
59 H -0.911 5.103 -3.903
60 H -1.424 2.325 -4.884
61 H -1.440 2.965 -3.232
62 C -3.315 -1.394 1.571
63 O -3.163 -0.201 0.792
64 C -2.110 -0.022 0.005
65 C -1.196 -1.206 -0.096
66 H -3.414 -2.273 0.934
67 H -4.233 -1.248 2.135
68 H -2.477 -1.540 2.250
69 H -0.845 -1.544 0.880
70 H -0.339 -0.977 -0.717
71 H -1.751 -2.037 -0.551

Cartesian forces (eV/Å) of the 6 atoms listed first:
-0.160 -0.018 0.006
-0.017 0.004 -0.016
-0.002 -0.005 -0.016
0.023 0.026 0.000
0.068 -0.027 -0.011
0.016 0.006 -0.004

***

5.
C25H23BN3O5PtS3 | ωB97M-V/def2-TZVPD

ΔE to the lowest compared entry with this formula, charge and spin = 3.39 kJ/mol
charge = +1
HOMO = -11.41 eV
spin multiplicity = 1
strongest force on any atom = 1.09 eV/A

Cartesian coordinates (Å):
1 Pt -0.251 -0.360 0.091
2 C 4.379 2.477 2.497
3 C 4.587 2.237 1.013
4 N 3.875 1.029 0.552
5 C 4.664 -0.212 0.544
6 C 5.418 -0.407 -0.760
7 C 2.606 1.119 0.193
8 S 1.914 -0.345 -0.537
9 N 2.012 2.299 0.234
10 C 0.728 2.493 0.447
11 O -0.079 1.610 0.895
12 C 0.173 3.842 0.195
13 C -1.207 4.030 0.213
14 C -1.735 5.285 -0.039
15 C -0.887 6.355 -0.297
16 C 0.489 6.172 -0.307
17 C 1.021 4.917 -0.066
18 H 4.961 3.339 2.821
19 H 4.698 1.616 3.086
20 H 3.328 2.675 2.709
21 H 5.638 2.077 0.776
22 H 4.229 3.078 0.424
23 H 3.999 -1.049 0.750
24 H 5.350 -0.129 1.387
25 H 4.737 -0.391 -1.611
26 H 5.926 -1.371 -0.753
27 H 6.169 0.368 -0.908
28 H -1.854 3.194 0.438
29 H -2.806 5.433 -0.026
30 H -1.302 7.336 -0.486
31 H 1.146 7.009 -0.501
32 H 2.090 4.761 -0.071
33 O -3.955 0.181 2.075
34 S -3.679 -0.884 1.176
35 O -3.458 -2.216 1.626
36 N -2.329 -0.457 0.211
37 C -2.628 -0.400 -1.052
38 S -1.193 -0.254 -1.998
39 C -4.044 -0.563 -1.388
40 C -4.688 -0.477 -2.608
41 C -6.065 -0.667 -2.627
42 C -6.766 -0.936 -1.456
43 C -6.118 -1.026 -0.226
44 C -4.755 -0.838 -0.226
45 H -4.145 -0.265 -3.519
46 H -6.599 -0.605 -3.565
47 H -7.837 -1.079 -1.499
48 H -6.663 -1.236 0.684
49 O -0.599 -3.195 -1.003
50 B -0.105 -2.383 -0.017
51 O 0.478 -3.038 1.031
52 C 0.336 -4.388 0.682
53 C 0.747 -5.489 1.390
54 C 0.483 -6.723 0.797
55 C -0.160 -6.818 -0.433
56 C -0.572 -5.685 -1.133
57 C -0.302 -4.479 -0.535
58 H 1.239 -5.400 2.347
59 H 0.784 -7.627 1.309
60 H -0.347 -7.795 -0.858
61 H -1.075 -5.748 -2.087

Cartesian forces (eV/Å) of the 6 atoms listed first:
0.826 0.616 -0.357
0.006 0.022 0.026
-0.050 -0.075 -0.063
0.072 0.124 0.068
-0.086 0.087 0.012
0.016 -0.038 -0.032

***

6.
C2H8NO | ωB97M-V/def2-TZVPD

ΔE to the lowest compared entry with this formula, charge and spin = 163.00 kJ/mol
charge = +1
HOMO = -16.54 eV
spin multiplicity = 1
strongest force on any atom = 6.19 eV/A

Cartesian coordinates (Å):
1 C 0.260 1.203 0.973
2 C -0.571 0.832 -1.223
3 N -0.067 0.302 -0.139
4 H 0.434 0.493 1.861
5 H -0.510 2.069 1.148
6 H 1.126 1.906 0.956
7 H -0.675 1.922 -1.591
8 H -0.948 0.182 -2.047
9 H 0.050 -0.664 0.063
10 H 0.233 -2.979 0.755
11 H 0.225 -2.854 -0.805
12 O 0.443 -2.413 0.049

Cartesian forces (eV/Å) of the 6 atoms listed first:
-0.106 1.214 2.873
0.122 -1.238 -1.023
-1.083 5.736 -2.072
-0.604 1.577 -1.055
0.566 -2.413 -0.185
0.207 -1.355 -1.006